Here is C44H52BiBr2IN5OS3 as an isolated structure at a distorted geometry from the OMol25 dataset. Energies are from ωB97M-V/def2-TZVPD.

**Gap between HOMO and LUMO**: 6.61 eV
**Highest occupied orbital energy**: -4.32 eV
**Energy above the lowest of the compared OMol25 structures with the same formula, charge and spin**: 78.6 kJ/mol
**Molar mass**: 1258.83 Da
**E_tot**: -8912.002133 hartree

Geometry as ORCA input:
```
! RIJCOSX wB97M-V def2-TZVPD def2/J DEFGRID3
* xyz -1 1
Bi 1.0625 0.7705 -0.1960
Br 5.4589 1.9775 -3.0146
C 5.4218 0.6556 -1.6620
C 6.6197 0.0178 -1.3060
C 6.6226 -0.9717 -0.3677
Br 8.2657 -1.8541 0.0312
C 5.4301 -1.3460 0.2935
C 5.3218 -2.4045 1.2229
C 4.1192 -2.6741 1.8009
C 3.0110 -1.8524 1.5129
N 3.0742 -0.8648 0.6516
C 4.2453 -0.6311 -0.0072
C 4.1878 0.3530 -1.0752
O 3.0803 0.8986 -1.4434
H 7.5401 0.3126 -1.7899
H 6.1980 -2.9972 1.4553
H 4.0036 -3.4980 2.4962
H 2.0468 -2.0119 1.9907
C 1.8794 -0.2784 4.3444
C 3.1334 0.3929 3.8331
C 4.3693 -0.1316 4.1933
C 5.5507 0.4424 3.7529
C 5.4908 1.5829 2.9697
C 4.2745 2.1506 2.5932
C 4.2919 3.4411 1.8136
C 3.0916 1.5266 3.0061
N 1.8064 1.9685 2.5255
C 1.0413 2.5813 3.3353
C 1.5331 3.1525 4.6542
C -0.4488 2.7642 3.0609
C -1.2246 3.5938 4.0711
N -0.9830 2.1631 2.0876
C -2.4084 2.0875 1.9758
C -3.0931 1.1115 2.7150
C -2.3992 0.2690 3.7561
C -4.4627 0.9586 2.5210
C -5.1621 1.7802 1.6519
C -4.4785 2.7803 0.9784
C -3.1042 2.9559 1.1260
C -2.4321 4.1011 0.4105
H 2.0645 -1.3396 4.5154
H 1.0435 -0.2014 3.6465
H 1.5664 0.1580 5.2999
H 4.3956 -1.0189 4.8219
H 6.5088 0.0073 4.0178
H 6.4062 2.0590 2.6308
H 5.1589 4.0347 2.1163
H 3.3884 4.0285 1.9617
H 4.3633 3.2608 0.7376
H 2.5950 2.9734 4.7757
H 1.0029 2.7115 5.4993
H 1.3612 4.2304 4.6843
H -0.7987 4.5945 4.1676
H -1.1991 3.1258 5.0564
H -2.2606 3.6905 3.7609
H -1.4111 -0.0534 3.4329
H -2.9854 -0.6256 3.9706
H -2.2944 0.8251 4.6952
H -4.9828 0.1919 3.0881
H -6.2297 1.6551 1.5163
H -5.0168 3.4624 0.3253
H -3.1409 4.9241 0.2854
H -2.0835 3.7983 -0.5788
H -1.5515 4.4669 0.9373
S 1.0642 -1.4799 -1.7476
C -0.1911 -2.5637 -1.1470
C -0.5864 -3.6241 -1.9883
C -1.5948 -4.5138 -1.6412
C -2.2435 -4.3613 -0.4201
C -1.8586 -3.3341 0.4306
C -0.8344 -2.4264 0.1063
S -0.4547 -1.1474 1.2684
H -0.0688 -3.7405 -2.9400
H -1.8684 -5.3133 -2.3208
H -3.0370 -5.0411 -0.1277
H -2.3635 -3.1987 1.3806
C -1.7182 -4.0162 -5.7798
C -1.4760 -2.7782 -6.6459
C -1.6135 -1.4706 -5.8712
C -0.4548 -1.2541 -4.9003
N -0.5175 0.0227 -4.1974
C -1.2407 0.2448 -3.0893
S -0.9085 1.6675 -2.1685
N -2.1539 -0.6786 -2.7718
C -3.1017 -0.6160 -1.6530
C -4.3743 -1.3708 -2.0390
C -5.1112 -0.7870 -3.2501
C -5.7378 0.5809 -2.9844
H -1.7108 -4.9282 -6.3833
H -2.6897 -3.9551 -5.2769
H -0.9496 -4.1276 -5.0082
H -2.1875 -2.7709 -7.4743
H -0.4759 -2.8329 -7.0890
H -2.5664 -1.4705 -5.3313
H -1.6499 -0.6233 -6.5631
H 0.4805 -1.2628 -5.4555
H -0.3874 -2.0540 -4.1569
H 0.2541 0.6603 -4.2830
H -2.0166 -1.6032 -3.1547
H -3.3012 0.4306 -1.4483
H -2.6637 -1.0437 -0.7523
H -5.0346 -1.3643 -1.1655
H -4.1177 -2.4194 -2.2356
H -5.8909 -1.4879 -3.5606
H -4.4103 -0.7031 -4.0863
H -6.4058 0.5376 -2.1176
H -6.3211 0.9214 -3.8456
H -4.9781 1.3404 -2.7759
I 1.5928 3.7236 -0.6721
*
```

Atom charges from the Mulliken analysis, given in e for atoms 1 to 4:
1 Bi 1.335
2 Br -0.206
3 C -0.182
4 C -0.404